Record 1
Computed, not measured: a structure of composition C34H39ClN4O2OsP2 at a distorted geometry, with ωB97M-V/def2-TZVPD.

## Properties
- LUMO (spin up / spin down): -5.63 / -9.46 eV
- E_HOMO (spin up / spin down): -0.443 / -0.443 Eh
- Kohn-Sham gap (spin up / spin down): 6.434 / 2.599 eV
- <S²>: 6.071

Structure (ORCA input):
```
! RIJCOSX wB97M-V def2-TZVPD def2/J DEFGRID3
* xyz 2 5
Os -1.07045 -0.47861 1.30245
C 1.80774 -1.79830 2.94741
C 1.31334 -0.62232 2.47812
C 1.58477 -0.09873 1.05479
C 1.24103 -0.86843 -0.24783
C -0.10022 -1.57148 -0.29317
C -0.32609 -2.62821 0.63924
C 0.77312 -3.47712 1.22597
C 2.01942 -2.90113 1.99051
C -2.96989 -0.40448 1.67408
H 1.95530 -1.99144 4.01789
H 0.99791 0.18495 3.17017
H 2.66002 0.14394 0.99174
H 1.06153 0.89425 1.07436
H 1.29378 -0.15263 -1.09153
H 2.05216 -1.58628 -0.46382
H -0.66975 -1.59896 -1.24218
H -1.27718 -3.16685 0.51159
H 1.23099 -4.05609 0.41194
H 0.28268 -4.21199 1.87637
H 2.47951 -3.74341 2.52222
H 2.73019 -2.54653 1.23155
H -3.62645 -1.29254 1.72612
H -3.36759 0.24696 0.88137
H -3.06479 0.12712 2.64746
P -1.63244 0.44215 -1.94180
P 1.53039 2.23927 -0.62474
N -1.70121 -0.63433 -3.34643
N -2.93280 1.52872 -2.67043
N 2.88180 1.91995 -1.96426
N 2.08404 3.87407 -0.32283
C -0.23456 1.42995 -2.61350
C 0.13680 2.63434 -1.71138
C -2.65428 -1.65772 -3.40622
C -2.61403 -2.23019 -4.66107
C -1.63532 -1.53018 -5.43502
C -1.09033 -0.55483 -4.60747
C -4.09411 1.90781 -1.99607
C -4.85697 2.72272 -2.84491
C -4.13002 2.85094 -4.07236
C -2.97981 2.09818 -3.94921
C 3.75672 0.81872 -2.01184
C 4.40925 0.78419 -3.24609
C 3.98030 1.93425 -3.96095
C 3.06753 2.59222 -3.14761
C 3.11954 4.71089 -0.78081
C 2.81448 6.02686 -0.41515
C 1.56524 5.99688 0.30765
C 1.14880 4.67697 0.36701
H -0.51151 1.82430 -3.60122
H 0.61375 0.74766 -2.77325
H 0.45157 3.48645 -2.34073
H -0.71714 2.99058 -1.10101
H -3.25953 -1.85960 -2.53918
H -3.23129 -3.05097 -4.99718
H -1.37964 -1.71212 -6.47183
H -0.31153 0.16806 -4.82582
H -4.26307 1.57841 -0.98636
H -5.81272 3.17059 -2.60306
H -4.41596 3.44364 -4.93691
H -2.17501 1.94299 -4.66227
H 3.89189 0.17041 -1.14870
H 5.11927 0.03402 -3.58219
H 4.33640 2.26680 -4.91831
H 2.57411 3.54070 -3.30460
H 3.99100 4.31443 -1.31090
H 3.39638 6.91871 -0.63425
H 1.03950 6.83385 0.75073
H 0.28771 4.20738 0.83865
Cl 0.37922 -5.96483 8.30164
C -0.16514 -4.80038 7.17592
C -0.66862 -3.56359 7.61482
C -1.03672 -2.59650 6.67887
C -0.93890 -2.83080 5.29658
C -0.40547 -4.06471 4.87281
C -0.01604 -5.03756 5.80679
C -1.21871 -1.62665 4.36027
O -1.53663 -0.57420 4.95450
O -1.11822 -1.76441 3.07473
H -0.70309 -3.38540 8.67984
H -1.35228 -1.62826 7.06784
H -0.25373 -4.21569 3.80913
H 0.46004 -5.94678 5.47331
*
```

=====

Record 2
Computed, not measured: a structure of composition C34H39CoN5O at a distorted geometry, with ωB97M-V/def2-TZVPD.

## Properties
- LUMO (spin up / spin down): 4.35 / 4.35 eV
- E_HOMO (spin up / spin down): 0.033 / 0.045 Eh
- Kohn-Sham gap (spin up / spin down): 3.460 / 3.117 eV
- <S²>: 3.850

Structure (ORCA input):
```
! RIJCOSX wB97M-V def2-TZVPD def2/J DEFGRID3
* xyz -2 4
Co 0.13597 0.07401 -0.25673
N -0.78991 2.22985 5.00053
N -1.58697 2.34005 -1.27287
C -0.09764 -2.06865 -0.06975
C -1.30480 -1.93936 0.69912
C -0.94896 -1.89070 2.08125
C -1.82424 -1.92788 3.14598
H -2.89510 -1.82991 2.97446
H -2.13443 0.22755 4.37101
H -1.43324 -2.01488 4.15475
C 0.49078 -1.76329 2.15876
C 1.20875 -1.52573 3.42249
H 1.26655 -2.41466 4.06930
H 0.69151 -0.75067 4.00459
H 2.23761 -1.18226 3.24914
C 1.02085 -1.96380 0.88268
C 2.42036 -2.35418 0.58746
H 3.14063 -1.73090 1.13548
H 2.64288 -2.26894 -0.48256
H 2.61592 -3.40054 0.87826
C -2.67500 -2.21623 0.25365
H -3.00118 -3.23189 0.52925
H -2.80136 -2.12179 -0.83008
H -3.38332 -1.52725 0.72903
C -0.02446 -2.77187 -1.37441
H 0.86406 -2.47377 -1.94352
H -0.89745 -2.54637 -2.00173
H 0.00943 -3.86390 -1.22626
C -0.44309 3.46944 5.28935
H -0.39906 3.74582 6.35501
C -0.11210 4.42704 4.29857
H 0.20282 5.41888 4.61841
C -0.16025 4.06837 2.94253
H 0.13043 4.78963 2.16510
C -0.64307 2.80764 2.62061
H -0.72998 2.46092 1.58859
C -1.05605 1.92590 3.68708
C -1.74081 0.72403 3.48860
H -2.07130 0.47248 2.47823
C -1.05950 1.14391 -1.53323
C -2.68044 2.55310 -2.08503
H -3.35175 3.39106 -1.98334
C -2.72669 1.56092 -3.03285
H -3.45461 1.39137 -3.80232
N -1.69239 0.67970 -2.72066
C -1.26062 -0.36903 -3.55930
C -2.21616 -1.24418 -4.12747
C -1.77711 -2.08449 -5.14659
H -2.48530 -2.70475 -5.68816
C -0.44231 -2.16891 -5.51681
C -0.03269 -3.06606 -6.63758
H 0.95514 -3.50435 -6.46967
H 0.00109 -2.51884 -7.58745
H -0.76180 -3.87015 -6.75223
C 0.49139 -1.36533 -4.87673
H 1.53748 -1.41054 -5.16348
C 0.10540 -0.44022 -3.90712
C 1.11541 0.48976 -3.32063
H 0.97993 1.52272 -3.67772
H 2.12145 0.14879 -3.59618
H 1.08855 0.52267 -2.20514
C -3.64479 -1.36033 -3.70286
H -4.23348 -0.49077 -4.00220
H -3.78521 -1.53181 -2.62897
H -4.09863 -2.21767 -4.22027
N 2.58560 2.21825 4.88040
C 3.11075 2.87656 3.79375
O 3.53151 4.02945 3.88078
C 3.05341 2.16387 2.47012
C 4.03521 2.44681 1.51141
C 3.93121 1.83169 0.27424
C 2.81271 1.04751 -0.02445
N 1.75392 0.95763 0.81363
C 1.95766 1.36801 2.10006
H 2.59396 2.71207 5.76033
H 2.53154 1.20687 4.91859
H 4.85059 3.12721 1.75902
H 4.69043 1.95340 -0.49065
H 2.74145 0.48795 -0.95901
H 1.20291 1.11401 2.85438
*
```

=====

Record 3
Computed, not measured: a structure of composition C34H39FN10O3Tl at a distorted geometry, with ωB97M-V/def2-TZVPD.

## Properties
- LUMO (spin up / spin down): -9.24 / -9.65 eV
- E_HOMO (spin up / spin down): -0.522 / -0.522 Eh
- Kohn-Sham gap (spin up / spin down): 4.959 / 4.547 eV

Structure (ORCA input):
```
! RIJCOSX wB97M-V def2-TZVPD def2/J DEFGRID3
* xyz 3 1
Tl -1.28594 1.85561 2.08061
F 0.74027 -0.07342 -4.95131
C 1.10012 -0.80574 -3.87063
C 0.44991 -0.48170 -2.70101
C 0.67555 -1.18529 -1.54289
C 0.04615 -0.79786 -0.27260
O -0.67097 0.22994 -0.23750
C 0.23649 -1.67526 0.83451
C 1.10965 -2.73398 0.69524
N 1.82382 -2.98627 -0.42032
C 2.85612 -4.02727 -0.46437
C 3.70997 -4.27279 0.75212
C 4.30961 -3.64229 -0.49764
C 1.59339 -2.23811 -1.57617
C 2.31445 -2.50335 -2.72507
C 2.06409 -1.82903 -3.94945
N 2.80273 -2.01868 -5.12653
C 2.93927 -0.91787 -6.07652
C 3.86452 -1.32505 -7.22936
N 4.76882 -2.42583 -6.72184
C 3.94207 -3.66503 -6.41615
C 2.56929 -3.24323 -5.83366
C -0.60937 -1.45005 2.08032
O -1.26263 -2.53485 2.14388
O -0.73031 -0.43407 2.74312
H -0.31531 0.28418 -2.59966
H 1.31309 -3.30428 1.60434
H 2.51462 -4.92040 -0.98190
H 3.97982 -5.31269 0.96197
H 3.56298 -3.65433 1.62835
H 4.90972 -4.33787 -1.11359
H 4.63505 -2.61955 -0.49816
H 3.10211 -3.24749 -2.76215
H 3.38546 -0.06153 -5.56586
H 1.99193 -0.62944 -6.49436
H 4.40385 -0.45925 -7.56427
H 3.27308 -1.71314 -8.06058
H 5.28311 -2.08043 -5.91829
H 5.48421 -2.68287 -7.41283
H 4.45226 -4.28087 -5.66298
H 3.83660 -4.22630 -7.33063
H 2.20641 -4.05844 -5.15047
H 1.84136 -3.04833 -6.61354
C 1.66358 6.06397 3.22725
C 0.65084 5.38883 2.55582
N 0.26086 4.13828 2.88467
C 0.89691 3.53777 3.88715
C 1.99477 4.08005 4.54969
C 2.36009 5.35962 4.22963
C 2.78939 3.35527 5.57324
C 3.27972 2.13147 5.57147
C 3.14641 1.02251 4.64317
C 3.81082 -0.17802 4.87924
C 3.67717 -1.17763 3.96046
N 2.96761 -0.99563 2.82464
C 2.46022 0.20496 2.66009
N 2.51364 1.20503 3.48832
H 1.86619 7.12094 3.05338
H 0.09729 5.82252 1.75086
H 0.54514 2.53353 4.20998
H 3.20392 5.84401 4.73372
H 3.08618 4.03217 6.35222
H 3.74790 1.85646 6.48072
H 4.37182 -0.35195 5.80121
H 4.14907 -2.11992 4.14989
H 1.94769 0.37155 1.72973
C -6.01014 0.32373 0.78544
N -5.66211 1.37639 1.77708
C -5.73262 2.69232 1.15454
N -6.99524 2.99406 0.50378
C -7.30599 1.92638 -0.49893
N -7.27319 0.61401 0.10655
C -8.34168 0.56030 1.12311
N -7.96000 1.60822 2.09027
C -6.72545 1.33941 2.84331
C -8.05744 2.96949 1.53671
H -6.12891 -0.59471 1.34656
H -5.24286 0.29988 0.04611
H -4.94930 2.84524 0.44681
H -5.58751 3.41255 1.96847
H -6.57827 2.00414 -1.30009
H -8.29019 2.20812 -0.91073
H -8.39814 -0.39492 1.65072
H -9.32067 0.73059 0.66580
H -6.76390 0.35391 3.31657
H -6.58053 2.12925 3.58020
H -7.79683 3.67127 2.30052
H -9.00361 3.21909 1.08846
*
```

=====

Quick rundown of calculated total energy, same order as above: -2921.13730, -3050.55851, -2363.62793 a.u.
Quick rundown of energy above the lowest of the compared OMol25 structures with the same formula, charge and spin, same order as above: 229.1, 0.0, 0.0 kJ/mol